1.
29
Properties=species:S:1:pos:R:3 method="wB97M-V/def2-TZVPD" homo_ha="-0.70026 / -0.73541" spin_multiplicity=4 charge=+3 gap_ev="6.7 / 7.0" e_tot_ha=-1773.93467
Tm 1.23 -0.14 1.63
O 2.18 -1.47 -0.03
O 0.19 3.09 -1.23
O -3.24 -0.39 -0.31
O 2.53 1.11 0.68
O -0.94 0.69 1.14
C -2.16 0.26 1.75
C -3.13 -1.06 -1.34
C 3.38 0.62 -0.31
C -0.11 2.04 -0.72
C 3.50 -0.89 -0.23
C -0.93 2.00 0.56
C 1.43 -1.72 -1.16
C -2.78 -0.88 0.99
H -0.55 2.73 1.28
H 3.96 -1.35 -1.12
H 0.14 1.04 -1.21
H -1.95 -0.09 2.76
H 4.40 1.04 -0.24
H 0.59 -2.37 -0.93
H -3.68 -1.24 1.50
H 2.99 0.89 -1.32
H -3.45 -0.58 -2.28
H 1.91 -1.75 -2.14
H -2.71 -2.07 -1.32
H -2.07 -1.71 0.81
H -1.96 2.28 0.28
H 4.07 -1.19 0.67
H -2.85 1.11 1.82

---

2.
32
Properties=species:S:1:pos:R:3 method="wB97M-V/def2-TZVPD" homo_ha=-0.17207 spin_multiplicity=1 charge=-1 gap_ev=6.9 e_tot_ha=-6363.17195
Br -4.74 -0.52 0.65
Br -2.99 2.65 1.38
S 1.01 3.24 -1.62
Al 2.57 -0.44 -0.98
O 0.41 -2.35 -0.20
O -1.08 -1.65 -1.70
N 2.64 -0.72 1.95
N 1.72 0.65 -2.35
C 1.60 1.77 -1.99
C 1.60 -2.26 -1.04
C 4.52 -0.75 -1.44
C -4.79 2.35 0.72
C -0.57 -1.55 -0.61
C -5.43 1.15 1.38
C 2.44 0.33 0.88
C -1.08 -0.51 0.35
H -5.35 3.25 0.96
H -4.72 2.25 -0.36
H 4.63 -1.65 -2.04
H -5.27 1.12 2.45
H 3.25 1.05 0.99
H 4.82 0.09 -2.07
H 1.51 0.84 1.11
H -2.09 -0.75 0.66
H -1.07 0.47 -0.11
H 5.16 -0.75 -0.57
H 2.30 -3.02 -0.69
H 1.78 -0.84 2.46
H -0.44 -0.52 1.23
H 2.81 -1.62 1.52
H -6.50 1.13 1.17
H 1.37 -2.47 -2.09

---

3.
28
Properties=species:S:1:pos:R:3 method="wB97M-V/def2-TZVPD" homo_ha=-0.25540 spin_multiplicity=1 de_lowest_ev=2.444 gap_ev=7.6 e_tot_ha=-503.42970
N -1.35 -1.38 0.31
N -0.93 1.62 -0.09
N 1.10 -0.55 0.30
C 1.77 -1.03 -0.83
C 3.12 -0.80 -0.67
C 3.28 -0.04 0.56
C -1.08 -2.83 0.19
C 2.00 0.05 1.10
C -0.60 2.46 1.06
C -0.55 2.19 -1.35
C -2.68 -0.91 -0.12
B -0.31 -0.50 0.16
H -3.22 -1.41 -0.85
H -2.44 0.07 -0.29
H 1.14 -1.50 -1.67
H -1.29 -3.21 1.26
H 0.21 1.65 -1.83
H -1.68 -3.23 -0.50
H 3.88 -1.12 -1.45
H 4.11 0.37 1.01
H 1.63 0.51 2.10
H -0.12 3.18 -1.18
H 0.03 -3.14 -0.06
H -3.24 -1.00 0.85
H -0.93 3.43 0.92
H -0.90 2.20 2.05
H -1.43 2.41 -2.05
H 0.48 2.51 1.07

---

4.
29
Properties=species:S:1:pos:R:3 method="wB97M-V/def2-TZVPD" homo_ha="0.01315 / 0.01180" spin_multiplicity=1 charge=-1 de_lowest_ev=0.000 gap_ev="2.2 / 2.2" e_tot_ha=-1177.93665
S 1.67 -2.11 0.81
P -1.61 2.17 -0.63
N 2.21 -0.55 2.94
N -0.01 -1.34 2.74
C 2.06 0.23 4.16
C -0.65 -1.00 -1.06
C 1.28 -1.26 2.33
C 0.31 -1.06 -2.14
C -0.49 -1.21 4.12
C 1.36 -0.12 -1.81
C -0.26 0.09 -0.17
C 0.96 0.58 -0.62
Be 0.80 -0.96 -0.74
H 2.28 0.05 -2.35
H 2.98 0.78 4.33
H -2.97 2.30 -0.20
H 0.21 -1.63 -3.04
H -1.50 -1.63 4.11
H -1.58 -1.52 -1.00
H -0.57 -1.93 2.13
H -1.02 3.39 -0.15
H 1.89 -0.44 5.02
H -1.68 2.57 -2.00
H 3.10 -0.52 2.44
H 1.23 0.94 4.07
H 0.11 -1.77 4.85
H -0.55 -0.15 4.40
H -0.70 0.28 0.81
H 1.51 1.38 -0.15

---

5.
25
Properties=species:S:1:pos:R:3 method="wB97M-V/def2-TZVPD" homo_ha="-0.30372 / -0.30932" spin_multiplicity=2 de_lowest_ev=0.136 gap_ev="9.1 / 6.7" e_tot_ha=-2888.33204
Br 1.42 -0.46 2.54
C 1.61 -0.64 -1.30
C -0.35 0.33 -0.16
C -1.15 -0.58 0.43
C -0.86 1.52 -0.92
C 1.16 0.20 -0.15
C -0.72 -1.98 0.79
C -2.56 -0.27 0.81
C 1.98 1.50 -0.10
H -3.27 -0.41 -0.02
H 1.48 -0.37 0.99
H -1.62 -2.60 0.95
H -2.67 0.75 1.19
H -1.67 1.25 -1.61
H 2.66 -0.92 -1.23
H -0.25 -1.92 1.77
H 1.03 -1.56 -1.36
H -2.89 -0.93 1.61
H 1.79 2.06 0.82
H 1.44 -0.08 -2.23
H -0.05 1.94 -1.54
H 3.05 1.24 -0.09
H 1.80 2.15 -0.97
H -0.11 -2.54 0.05
H -1.23 2.33 -0.27

---

6.
32
Properties=species:S:1:pos:R:3 method="wB97M-V/def2-TZVPD" homo_ha=-0.36851 spin_multiplicity=1 de_lowest_ev=0.710 gap_ev=10.3 e_tot_ha=-20906.52332 smiles=BrCCBr.BrCCBr.BrCCBr.BrCCBr
Br 10.47 -4.53 8.75
Br 14.03 -5.37 6.00
Br 10.26 -7.63 5.93
Br 12.26 -8.71 9.64
Br 6.41 -1.31 8.86
Br 6.13 -6.24 7.23
Br 4.87 -2.95 5.88
Br 10.96 -2.45 4.09
C 12.95 -3.78 5.47
C 10.75 -6.41 9.38
C 4.50 -3.12 7.82
C 11.68 -4.23 4.74
C 5.78 -3.16 8.63
C 7.62 -7.35 6.69
C 12.12 -6.85 9.09
C 8.72 -6.41 6.12
H 11.10 -4.75 5.51
H 13.59 -3.10 4.90
H 5.60 -3.45 9.66
H 7.94 -7.92 7.56
H 3.99 -4.08 7.90
H 8.37 -5.84 5.26
H 11.92 -4.91 3.92
H 9.98 -7.04 8.92
H 9.06 -5.80 6.96
H 10.60 -6.52 10.46
H 6.54 -3.83 8.24
H 12.92 -6.34 9.62
H 7.28 -8.04 5.91
H 3.85 -2.28 8.07
H 12.64 -3.29 6.39
H 12.38 -6.85 8.03

---

7.
34
Properties=species:S:1:pos:R:3 method="wB97M-V/def2-TZVPD" homo_ha=-0.34516 spin_multiplicity=1 de_lowest_ev=1.008 gap_ev=9.5 e_tot_ha=-3335.51988 smiles="ClC(Cl)Cl.ClC(Cl)Cl.CN(C)C=O.CN(C)C=O"
Cl -5.21 4.15 -27.10
Cl -4.79 2.74 -24.54
Cl -1.99 2.68 -19.93
Cl -1.41 0.22 -18.48
Cl -4.17 5.64 -24.72
Cl 0.15 0.88 -20.95
O 1.57 11.42 -19.18
O -5.21 0.24 -36.25
N -4.55 1.54 -34.52
N 0.20 9.64 -19.51
C -4.63 2.81 -35.22
C -1.12 9.32 -19.95
C -1.46 0.94 -20.11
C 0.70 10.84 -19.74
C -4.22 1.64 -33.12
C -5.26 4.28 -25.30
C -4.88 0.37 -35.12
C 0.85 8.67 -18.62
H -4.99 -0.40 -34.35
H 1.92 8.84 -18.53
H -0.99 8.49 -20.65
H -4.88 2.41 -32.70
H 0.06 11.37 -20.46
H -1.87 9.01 -19.22
H 0.48 8.76 -17.60
H 0.62 7.68 -19.01
H -5.45 3.44 -34.88
H -4.79 2.67 -36.28
H -3.77 3.44 -34.99
H -6.27 4.52 -24.95
H -4.37 0.70 -32.60
H -1.62 10.07 -20.57
H -3.18 1.91 -32.97
H -2.12 0.34 -20.73

---

8.
50
Properties=species:S:1:pos:R:3 method="wB97M-V/def2-TZVPD" homo_ha="-0.48906 / -0.48905" spin_multiplicity=5 charge=+1 de_lowest_ev=0.000 gap_ev="4.2 / 4.0" e_tot_ha=-5135.03846
Fe -1.99 -3.19 -0.96
Cl -0.38 -0.77 -0.92
S 4.50 0.43 1.78
S 3.85 -1.72 -3.84
S -3.10 3.37 -0.31
S -5.22 -1.44 3.67
O -4.45 -2.20 4.63
O -4.30 4.18 -0.27
O -6.60 -1.67 3.49
O -1.76 4.24 -0.54
O 4.64 -1.64 -2.66
O -3.13 2.28 -1.25
O -4.98 0.13 3.96
O 2.40 -2.26 -3.45
O -0.80 -0.51 0.44
O 3.10 -0.20 1.18
O 5.29 0.87 0.67
O 4.97 -1.05 2.39
O -2.68 2.88 1.16
O 0.07 -2.15 -0.97
O 0.49 0.23 -1.38
O 4.24 1.28 2.89
O -4.42 -1.40 2.24
O 3.31 -0.24 -4.26
O -1.62 -0.96 -1.65
O 4.32 -2.39 -5.01
C 3.10 -1.62 1.22
C -4.27 0.72 2.89
C 1.97 -0.28 -4.69
C -0.67 3.54 0.07
C -1.24 2.97 1.33
C 4.55 -2.05 1.46
C -3.44 -0.36 2.28
C 1.37 -1.61 -4.20
H -3.75 1.67 3.10
H 4.55 -3.07 1.83
H 5.07 -1.89 0.52
H -0.33 2.87 -0.73
H 2.43 -1.83 2.06
H -2.51 -0.66 2.77
H 2.00 -0.16 -5.77
H 1.42 0.56 -4.28
H 0.45 -1.49 -3.62
H 0.23 4.12 0.28
H -0.91 1.97 1.63
H -1.26 3.64 2.19
H -3.27 -0.12 1.23
H -5.03 1.15 2.23
H 2.67 -1.90 0.26
H 1.11 -2.23 -5.06